No. 1
The following is a DFT calculation (wB97M-V/def2-TZVPD) of the ion C5H10NO2 with charge -1.

Atoms and positions in Å:
C1 -0.97 1.15 0.67
C2 -0.96 2.59 0.16
C3 -0.09 0.21 -0.18
N1 0.77 -0.59 0.68
C4 1.47 -1.61 -0.11
C5 0.54 -2.60 -0.87
O1 -0.51 -2.89 -0.24
O2 0.92 -2.96 -1.99
H1 -2.01 0.80 0.70
H2 -0.55 1.11 1.67
H3 0.07 2.95 0.19
H4 -1.35 2.66 -0.85
H5 -1.54 3.22 0.83
H6 0.54 0.84 -0.81
H7 -0.69 -0.43 -0.82
H8 0.13 -1.13 1.27
H9 2.10 -2.23 0.52
H10 2.11 -1.09 -0.83

The value obtained for the lowest unoccupied orbital energy is 3.66 eV. As for the net charge: -1. As for the SMILES: CCCNCC(=O)[O-]. The calculation puts the relative energy (zero: lowest compared OMol25 entry of this formula, charge and spin) at 11.8 kcal per mole.

Atom charges from the Löwdin analysis, given in e for atoms 1 to 6: C -0.249; C -0.133; C -0.265; N -0.094; C -0.184; C -0.764

---

No. 2
The following is a DFT calculation (wB97M-V/def2-TZVPD) of the ion C5H10NO2 with charge +1 at a distorted geometry.

Atoms and positions in Å:
O1 0.35 -1.37 2.24
C1 0.50 -0.22 1.96
O2 -0.12 0.86 2.50
C2 1.53 0.24 0.91
C3 0.89 1.15 -0.07
C4 -0.35 0.51 -0.66
C5 -0.39 -0.56 -1.46
N1 -1.65 -1.12 -1.89
H1 -0.77 0.65 3.18
H2 2.25 0.85 1.49
H3 2.16 -0.65 0.67
H4 0.73 2.18 0.29
H5 1.62 1.40 -0.92
H6 -1.29 1.07 -0.61
H7 0.53 -1.09 -1.78
H8 -2.30 -1.30 -1.12
H9 -1.47 -2.09 -2.25
H10 -2.21 -0.51 -2.50

The value obtained for the lowest unoccupied orbital energy is -3.86 eV. As for the net charge: +1. As for the SMILES: [NH3+]/C=C/CCC(=O)O. The calculation puts the relative energy (zero: lowest compared OMol25 entry of this formula, charge and spin) at 33.2 kcal per mole.

Atom charges from the Löwdin analysis, given in e for atoms 1 to 6: O 0.126; C -0.534; O 0.111; C -0.121; C -0.187; C -0.047

---

No. 3
The following is a DFT calculation (wB97M-V/def2-TZVPD) of a cluster of 2 separate species, C5H10NO2PS2 in total at a distorted geometry.

Atoms and positions in Å:
C1 1.13 0.86 -0.57
C2 0.60 1.67 0.38
C3 0.29 0.28 -1.46
C4 1.36 2.28 1.47
C5 -0.86 1.91 0.52
N1 -0.54 0.03 -2.20
O1 -0.96 -3.92 0.52
O2 0.43 -1.84 0.24
P1 -0.61 -2.69 -0.39
S1 -0.04 -3.75 -2.24
S2 -2.44 -1.81 -0.44
H1 2.18 0.59 -0.46
H2 2.34 1.93 1.58
H3 1.52 3.28 1.10
H4 0.96 2.59 2.48
H5 -1.14 2.54 -0.31
H6 -1.02 2.39 1.51
H7 -1.41 0.97 0.28
H8 1.14 -3.11 -2.14
H9 -0.93 -3.51 1.36
H10 -2.03 -0.69 -1.23

The value obtained for the lowest unoccupied orbital energy is 0.42 eV. As for the SMILES: CC(C)=CC#N.O=P(O)(S)S. The calculation puts the relative energy (zero: lowest compared OMol25 entry of this formula, charge and spin) at 4.7 kcal per mole.

Atom charges from the Löwdin analysis, given in e for atoms 1 to 6: C -0.080; C -0.315; C -0.297; C -0.060; C -0.032; N 0.153

---

What did the second record say?
The following is a DFT calculation (wB97M-V/def2-TZVPD) of the ion C5H10NO2 with charge +1 at a distorted geometry.

Atoms and positions in Å:
O1 0.35 -1.37 2.24
C1 0.50 -0.22 1.96
O2 -0.12 0.86 2.50
C2 1.53 0.24 0.91
C3 0.89 1.15 -0.07
C4 -0.35 0.51 -0.66
C5 -0.39 -0.56 -1.46
N1 -1.65 -1.12 -1.89
H1 -0.77 0.65 3.18
H2 2.25 0.85 1.49
H3 2.16 -0.65 0.67
H4 0.73 2.18 0.29
H5 1.62 1.40 -0.92
H6 -1.29 1.07 -0.61
H7 0.53 -1.09 -1.78
H8 -2.30 -1.30 -1.12
H9 -1.47 -2.09 -2.25
H10 -2.21 -0.51 -2.50

The value obtained for the lowest unoccupied orbital energy is -3.86 eV. As for the net charge: +1. As for the SMILES: [NH3+]/C=C/CCC(=O)O. The calculation puts the relative energy (zero: lowest compared OMol25 entry of this formula, charge and spin) at 33.2 kcal per mole.

Atom charges from the Löwdin analysis, given in e for atoms 1 to 6: O 0.126; C -0.534; O 0.111; C -0.121; C -0.187; C -0.047

---

Q: What is the lowest unoccupied orbital energy in the first record?
A: 3.66 eV

---

Q: Which of these has the highest lowest unoccupied orbital energy?
A: number 1